{"formula": "C66H56Cl18N10O20", "method": "wB97M-V/def2-TZVPD", "fmax_ev_per_a": 3.5, "lumo_energy_ev": -1.08, "charge": 0, "gap_ev": 8.41, "de_lowest_kcal_mol": 0.00, "elements": ["Cl", "Cl", "Cl", "Cl", "Cl", "Cl", "Cl", "Cl", "Cl", "Cl", "Cl", "Cl", "Cl", "Cl", "Cl", "Cl", "Cl", "Cl", "O", "O", "O", "O", "O", "O", "O", "O", "O", "O", "O", "O", "O", "O", "O", "O", "O", "O", "O", "O", "N", "N", "N", "N", "N", "N", "N", "N", "N", "N", "C", "C", "C", "C", "C", "C", "C", "C", "C", "C", "C", "C", "C", "C", "C", "C", "C", "C", "C", "C", "C", "C", "C", "C", "C", "C", "C", "C", "C", "C", "C", "C", "C", "C", "C", "C", "C", "C", "C", "C", "C", "C", "C", "C", "C", "C", "C", "C", "C", "C", "C", "C", "C", "C", "C", "C", "C", "C", "C", "C", "C", "C", "C", "C", "C", "C", "H", "H", "H", "H", "H", "H", "H", "H", "H", "H", "H", "H", "H", "H", "H", "H", "H", "H", "H", "H", "H", "H", "H", "H", "H", "H", "H", "H", "H", "H", "H", "H", "H", "H", "H", "H", "H", "H", "H", "H", "H", "H", "H", "H", "H", "H", "H", "H", "H", "H", "H", "H", "H", "H", "H", "H"], "xyz": [[-3.70, -9.92, 20.93], [-5.61, -10.13, 22.91], [3.00, -20.17, 17.59], [-2.63, -23.93, 19.33], [4.61, -15.75, 20.13], [-3.28, -21.16, 19.36], [-3.36, -11.96, 22.85], [1.32, -12.48, 19.51], [3.08, -17.91, 24.07], [5.14, -20.02, 24.69], [4.63, -18.54, 20.92], [0.84, -20.78, 15.83], [5.86, -17.22, 24.23], [-1.26, -13.54, 20.56], [-1.17, -11.25, 18.67], [5.73, -17.76, 18.48], [0.46, -21.33, 18.58], [-5.20, -23.05, 18.22], [-1.50, -14.69, 16.08], [4.31, -13.03, 30.43], [-2.72, -19.70, 24.04], [-7.53, -19.09, 23.66], [-1.65, -15.65, 18.04], [-0.02, -16.21, 26.69], [-5.75, -19.54, 24.81], [-1.11, -17.86, 25.85], [2.28, -13.74, 30.14], [-5.42, -15.40, 16.05], [0.52, -25.25, 23.63], [2.56, -15.37, 17.06], [0.18, -11.80, 26.36], [-4.03, -19.61, 22.37], [-0.69, -25.11, 21.78], [2.32, -11.72, 26.26], [-1.23, -18.17, 20.11], [3.70, -13.83, 16.23], [-5.68, -17.46, 16.59], [0.85, -18.03, 19.52], [3.29, -14.95, 16.18], [1.20, -11.45, 25.78], [-0.07, -17.72, 20.27], [-5.39, -16.31, 16.82], [3.40, -13.47, 29.74], [-0.16, -17.39, 26.50], [-3.44, -20.23, 23.21], [-6.52, -18.74, 24.23], [0.00, -24.63, 22.69], [-1.67, -15.66, 16.81], [1.56, -18.02, 28.18], [-3.50, -22.70, 18.52], [1.61, -20.64, 27.20], [4.41, -17.42, 19.60], [-4.81, -14.75, 18.64], [0.07, -10.80, 22.34], [-2.99, -18.15, 14.32], [3.66, -15.78, 15.01], [1.10, -10.87, 24.46], [1.21, -15.89, 21.28], [0.86, -19.68, 26.56], [4.92, -16.31, 13.10], [-2.04, -18.12, 16.98], [-3.88, -10.32, 22.58], [5.03, -13.97, 26.37], [-4.29, -22.33, 22.20], [-6.70, -15.13, 23.90], [-0.51, -22.35, 21.90], [2.71, -14.91, 26.39], [0.83, -18.38, 27.05], [0.18, -16.81, 21.41], [0.99, -20.55, 22.28], [2.98, -16.97, 14.94], [4.65, -18.29, 24.87], [-2.14, -16.97, 16.20], [-2.81, -19.35, 15.00], [1.57, -22.77, 23.19], [-4.65, -17.10, 19.04], [-3.79, -24.38, 23.27], [3.58, -13.81, 28.27], [-2.30, -19.31, 16.34], [0.37, -23.22, 22.60], [-0.72, -16.81, 22.49], [4.82, -13.55, 27.67], [-0.41, -12.76, 19.18], [1.13, -10.05, 21.82], [-4.29, -14.56, 19.90], [1.83, -21.39, 22.96], [-4.41, -15.80, 24.49], [-3.15, -23.74, 24.31], [2.19, -10.23, 23.90], [4.63, -15.40, 14.10], [1.25, -20.27, 17.45], [1.49, -15.00, 22.32], [-4.02, -15.60, 20.73], [-4.07, -16.90, 20.29], [2.29, -19.04, 28.80], [-3.13, -22.37, 24.38], [0.69, -15.06, 23.48], [4.34, -17.56, 13.07], [-2.49, -16.96, 14.87], [-4.38, -23.73, 22.26], [-4.92, -16.03, 18.21], [-3.59, -21.70, 23.25], [2.35, -20.32, 28.32], [3.31, -17.91, 13.95], [-6.12, -17.38, 24.24], [-0.24, -21.01, 21.77], [0.01, -11.21, 23.66], [2.51, -14.50, 27.71], [-4.80, -17.10, 24.51], [2.22, -9.76, 22.60], [-0.40, -15.92, 23.53], [3.93, -14.63, 25.75], [-7.08, -16.48, 23.87], [-5.38, -14.82, 24.19], [2.82, -21.01, 28.97], [1.59, -21.69, 26.88], [1.31, -19.54, 22.19], [2.72, -20.99, 23.38], [3.09, -9.18, 22.31], [1.10, -9.69, 20.78], [-0.52, -13.36, 18.28], [1.96, -15.44, 25.87], [-4.09, -13.56, 20.25], [4.56, -18.33, 12.33], [-3.07, -22.66, 17.51], [-2.78, -24.41, 25.04], [2.75, -18.81, 13.94], [-8.06, -16.86, 23.62], [-3.40, -15.49, 24.78], [5.51, -13.13, 28.40], [-5.01, -13.93, 17.94], [4.06, -15.05, 24.71], [-3.36, -9.71, 23.30], [-3.04, -20.29, 14.50], [-5.12, -13.76, 24.24], [-2.74, -21.82, 25.24], [3.46, -17.60, 19.11], [-0.94, -20.30, 21.30], [5.11, -14.42, 14.17], [2.26, -14.25, 22.34], [-0.75, -10.97, 21.65], [2.96, -10.05, 24.65], [-0.96, -16.00, 24.48], [5.73, -16.13, 12.45], [0.29, -20.05, 25.63], [-1.43, -22.69, 21.40], [-2.63, -16.07, 14.26], [1.51, -17.07, 28.67], [-7.42, -14.33, 23.75], [1.60, -14.59, 28.28], [-4.82, -18.09, 18.61], [2.17, -23.42, 23.80], [-3.48, -18.07, 13.39], [-4.91, -24.29, 21.50], [-1.59, -17.47, 22.59], [1.81, -15.87, 20.40], [4.43, -18.22, 25.94], [-0.72, -11.91, 24.06], [-3.68, -15.41, 21.76], [-3.92, -17.77, 20.91], [2.79, -18.80, 29.65], [5.87, -13.75, 25.78], [-4.60, -21.81, 21.37], [0.90, -14.48, 24.33], [-1.66, -18.14, 17.98], [2.24, -17.23, 15.75], [0.85, -19.30, 17.74], [-3.77, -25.45, 23.25], [-2.31, -20.21, 16.94], [-4.18, -18.00, 24.76]]}